Entry 1:
Density functional theory data (the ωB97M-V functional and the def2-TZVPD basis) for C4H6O5 as an isolated structure at a distorted geometry.

Geometry as XYZ:
```
15
Properties=species:S:1:pos:R:3:forces:R:3:mulliken_charge:R:1
C 0.362 -1.293 -0.028 -0.2 -0.3 -0.2 0.953
C -0.067 1.048 0.025 0.5 1.0 -3.8 0.409
C -0.517 -2.442 0.068 0.1 0.1 -0.2 -0.680
C -0.974 2.180 -0.477 1.0 -2.7 0.3 0.034
O -0.230 -0.113 -0.587 -0.7 -0.1 2.0 -0.228
O -0.119 -1.637 1.215 0.0 0.2 0.1 -0.461
O -2.142 1.914 -0.851 0.5 0.5 0.2 -0.630
O 1.683 -1.413 -0.307 0.1 0.0 0.1 -0.505
O 1.117 1.210 0.623 0.2 -0.1 -0.1 -0.473
H 2.188 -0.849 0.297 -0.1 0.0 -0.1 0.372
H 1.400 2.133 0.500 -0.2 0.1 0.4 0.363
H -0.081 -3.431 0.031 0.0 0.0 0.1 0.270
H -0.771 2.210 0.851 -1.0 0.8 -0.1 0.077
H -1.550 -2.331 -0.236 0.0 0.0 0.1 0.263
H -0.299 2.813 -1.124 -0.2 0.6 1.3 0.237
```
Forces are in eV/Å.

Results
**Frontier orbital gap (alpha / beta)**: 8.0 / 8.0 eV
**Multiplicity**: 1
**Energy above the lowest of the compared OMol25 structures with the same formula, charge and spin**: 154.0 kcal per mole

Entry 2:
Density functional theory data (the ωB97M-V functional and the def2-TZVPD basis) for a 2-piece molecular cluster, C4H6O6 overall at a distorted geometry.

Geometry as XYZ:
```
16
Properties=species:S:1:pos:R:3:forces:R:3:mulliken_charge:R:1
O 2.432 -0.722 0.505 0.4 -1.5 2.7 -0.580
H 3.226 -0.166 0.551 -0.2 -0.2 0.2 0.271
C 1.029 0.489 -0.701 -1.1 1.1 -0.7 -0.767
C -0.326 -0.117 -0.564 1.4 -1.4 0.5 -0.086
O -1.296 0.764 -1.146 -0.9 1.0 -0.3 -0.210
C -2.565 0.484 -0.927 0.9 -1.0 0.7 0.656
O -3.006 -0.578 -0.554 -0.3 0.2 -0.3 -0.557
O -3.281 1.591 -1.098 -0.7 0.9 -0.7 -0.438
H 1.486 0.435 -1.694 0.0 0.0 0.5 0.283
H 1.209 1.384 -0.098 0.1 -0.4 -0.3 0.252
H -0.578 -0.302 0.491 0.0 0.1 -0.3 0.252
H -0.377 -1.087 -1.086 0.0 0.3 0.2 0.187
H -4.214 1.356 -1.181 0.1 -0.2 0.3 0.342
O 1.036 -1.590 2.385 1.8 -0.2 -1.8 -0.607
O 3.041 -0.762 2.957 0.1 -0.8 -2.3 -0.635
C 2.184 -1.181 2.159 -1.6 2.1 1.7 0.636
```
Forces are in eV/Å.

Results
**Frontier orbital gap (alpha / beta)**: 6.2 / 8.0 eV
**Expectation value of S²**: 0.754
**Multiplicity**: 2
**Energy above the lowest of the compared OMol25 structures with the same formula, charge and spin**: 23.7 kcal per mole
**Charge**: -1

Entry 3:
Density functional theory data (the ωB97M-V functional and the def2-TZVPD basis) for C4H6O7Sm as an isolated structure at a distorted geometry.

Geometry as XYZ:
```
18
Properties=species:S:1:pos:R:3:forces:R:3:mulliken_charge:R:1
O -1.597 0.259 -4.312 -1.0 0.3 -1.4 -0.794
C -1.612 0.057 -3.067 -0.2 0.2 0.4 0.978
O -2.688 0.124 -2.410 -1.2 0.1 -0.4 -0.771
O -0.457 -0.202 -2.474 -0.3 0.1 -0.8 -0.233
O 0.839 -1.579 0.538 1.0 0.2 1.1 -0.548
C 0.943 -0.854 -0.656 0.5 0.4 -0.4 -0.391
C -0.463 -0.465 -1.069 -0.4 0.0 0.7 -0.385
Sm -4.224 0.705 -4.677 2.9 -0.7 1.8 1.464
H 1.405 -1.455 -1.460 -0.1 0.1 0.2 0.247
H 1.554 0.056 -0.526 -0.2 -0.3 -0.1 0.321
H -0.789 0.432 -0.526 0.0 -0.3 -0.1 0.280
H -1.162 -1.284 -0.850 0.2 0.2 0.0 0.305
C 1.714 0.918 3.964 1.5 -0.9 0.5 0.648
O 2.291 1.852 3.384 -0.1 0.2 -0.1 -0.654
O 0.345 0.995 4.086 -1.4 0.1 0.5 -0.456
H 0.129 1.871 4.424 0.1 0.1 -0.4 0.285
O 2.207 -0.120 4.466 -0.2 0.5 -0.6 -0.645
H 1.564 -1.311 1.166 -1.2 -0.3 -0.8 0.348
```
Forces are in eV/Å.

Results
**Frontier orbital gap (alpha / beta)**: 2.6 / 1.2 eV
**Expectation value of S²**: 12.177
**Multiplicity**: 7

Entry 4:
Density functional theory data (the ωB97M-V functional and the def2-TZVPD basis) for one molecule with the formula C4H6OS at a distorted geometry.

Geometry as XYZ:
```
12
Properties=species:S:1:pos:R:3:forces:R:3:mulliken_charge:R:1
C 2.277 -0.013 -0.070 0.3 -0.3 -0.1 -1.041
C 0.862 0.342 -0.058 -1.1 0.1 0.1 0.235
C -0.427 0.267 -0.051 1.4 0.7 -0.1 0.101
C -1.669 -0.570 -0.076 -0.2 -0.7 0.1 -0.190
O -2.954 0.027 -0.102 0.7 0.2 -0.2 -0.492
S 0.271 2.047 0.059 -1.1 0.0 0.1 -0.328
H 2.452 -1.069 -0.262 0.1 -0.1 0.0 0.294
H 2.712 0.276 0.891 0.0 -0.1 0.0 0.298
H 2.771 0.597 -0.834 0.0 -0.2 0.0 0.306
H -1.618 -1.182 -0.987 0.0 0.1 0.2 0.267
H -1.589 -1.257 0.790 0.0 0.2 -0.3 0.247
H -3.088 0.534 0.701 0.1 0.1 0.1 0.304
```
Forces are in eV/Å.

Results
**Frontier orbital gap**: 8.2 eV
**Multiplicity**: 1
**Energy above the lowest of the compared OMol25 structures with the same formula, charge and spin**: 68.5 kcal per mole

Entry 5:
Density functional theory data (the ωB97M-V functional and the def2-TZVPD basis) for one molecule with the formula C4H6OS at a distorted geometry.

Geometry as XYZ:
```
12
Properties=species:S:1:pos:R:3:forces:R:3:mulliken_charge:R:1
O 1.006 1.068 -1.595 1.1 -1.0 0.2 -0.533
C 0.326 0.856 -0.639 0.4 0.0 -0.7 0.400
C -0.908 1.572 -0.330 -2.9 -2.1 0.0 -0.496
C -1.046 0.665 0.946 -2.4 0.5 0.8 -0.514
C 0.223 -0.084 0.642 1.8 0.4 -0.8 -0.132
S 0.242 -1.869 0.418 -0.9 -0.5 0.2 -0.278
H -0.857 2.629 -0.365 0.0 1.1 0.6 0.361
H -1.736 1.259 -1.048 1.2 0.4 0.5 0.180
H -1.049 1.228 1.867 0.5 0.1 0.4 0.254
H -1.996 0.074 1.052 0.9 0.3 -0.7 0.290
H 0.995 0.124 1.386 0.1 0.3 -0.3 0.330
H 1.165 -2.007 -0.527 0.3 0.4 -0.2 0.137
```
Forces are in eV/Å.

Results
**Frontier orbital gap**: 9.9 eV
**Multiplicity**: 1
**Energy above the lowest of the compared OMol25 structures with the same formula, charge and spin**: 37.4 kcal per mole

Entry 6:
Density functional theory data (the ωB97M-V functional and the def2-TZVPD basis) for a 2-piece molecular cluster, C4H6OS overall at a distorted geometry.

Geometry as XYZ:
```
12
Properties=species:S:1:pos:R:3:forces:R:3:mulliken_charge:R:1
C -0.759 -2.238 1.681 -2.9 2.8 0.9 -0.663
C 1.214 0.329 -0.077 0.6 -0.5 0.0 -0.337
C 0.559 0.139 -1.423 -0.1 0.7 0.7 -0.125
C -0.007 1.038 -0.667 0.6 -0.4 -1.3 -0.459
O -2.260 -0.491 3.162 0.7 0.1 0.1 -0.479
S -2.069 -1.146 1.872 1.8 -2.8 -1.2 0.415
H 0.011 -2.232 2.421 0.4 -0.4 0.4 0.374
H 1.029 -0.551 0.602 0.4 1.3 -0.2 0.062
H 2.260 0.820 -0.017 -1.8 -0.7 0.0 0.205
H 0.638 -0.395 -2.351 -0.1 0.1 -0.1 0.355
H -0.753 -2.889 0.824 0.0 0.2 -0.3 0.322
H -0.717 1.860 -0.774 0.3 -0.4 0.7 0.329
```
Forces are in eV/Å.

Results
**Frontier orbital gap**: 9.0 eV
**Multiplicity**: 1
**Energy above the lowest of the compared OMol25 structures with the same formula, charge and spin**: 118.3 kcal per mole

E, respectively: -14477.0019 -16529.8648 -36478.0808 -17125.1594 -17126.5078 -17122.9997 eV.